Here is C23H27CsI2N4O5S3 as an isolated structure from the Open Molecules 2025 dataset. Energies are from the ωB97M-V functional and the def2-TZVPD basis.

XYZ file:
```
65
Properties=species:S:1:pos:R:3:lowdin_charge:R:1
Cs 1.185 1.032 1.220 0.821
C -3.237 4.374 2.481 -0.089
N -2.343 4.119 1.359 -0.121
C -1.386 5.171 1.051 -0.056
C -2.155 2.876 0.878 -0.446
O -1.313 2.581 0.034 -0.069
C -3.101 1.817 1.445 -0.143
O -2.807 0.543 0.914 -0.130
C -2.445 -0.379 1.909 -0.165
C -2.352 -1.767 1.299 -0.419
O -2.853 -2.031 0.218 0.057
N -1.693 -2.695 2.050 -0.146
C -1.447 -4.010 1.499 -0.048
C -1.066 -2.425 3.332 -0.047
H -3.350 5.453 2.580 0.084
H -2.818 4.001 3.420 0.006
H -4.225 3.946 2.301 0.076
H -0.818 5.429 1.948 0.033
H -1.919 6.050 0.676 0.082
H -0.697 4.806 0.296 0.065
H -4.136 2.071 1.191 0.130
H -2.982 1.836 2.533 0.075
H -3.206 -0.417 2.704 0.146
H -1.513 -0.070 2.394 0.026
H -1.925 -4.073 0.526 0.080
H -1.860 -4.781 2.158 0.084
H -0.372 -4.180 1.395 0.055
H -1.461 -1.530 3.802 0.079
H 0.016 -2.313 3.229 0.044
H -1.262 -3.268 4.000 0.088
I 5.744 -5.638 -2.601 0.735
C 4.812 -4.013 -1.658 -0.768
C 4.252 -4.175 -0.402 -0.268
C 3.629 -3.096 0.199 -0.632
I 2.781 -3.332 2.095 0.912
C 3.513 -1.807 -0.401 -0.501
O 2.916 -0.822 0.122 -0.347
C 4.128 -1.702 -1.701 -0.167
C 4.053 -0.355 -2.379 -0.179
N 2.711 0.123 -2.691 -0.048
C 1.957 -0.756 -3.560 -0.177
C 0.470 -0.545 -3.393 -0.259
C -0.416 -0.883 -4.411 -0.045
C -1.777 -0.751 -4.187 -0.087
C -2.211 -0.274 -2.962 -0.056
C -1.258 0.066 -2.012 -0.104
N 0.051 -0.070 -2.222 0.128
C 4.747 -2.778 -2.299 -0.149
H 4.294 -5.129 0.105 0.067
H 4.639 -0.385 -3.305 0.109
H 4.509 0.392 -1.724 0.120
H 2.175 0.195 -1.831 0.049
H 2.159 -1.821 -3.353 0.126
H 2.225 -0.585 -4.610 0.114
H -0.036 -1.250 -5.357 0.101
H -2.488 -1.018 -4.961 0.095
H -3.261 -0.168 -2.727 0.104
H -1.560 0.469 -1.053 0.080
H 5.186 -2.654 -3.283 0.090
S -0.848 4.732 4.807 0.265
C -0.027 3.491 3.966 -1.882
S 1.326 3.865 2.973 0.177
S -0.666 1.866 4.006 0.226
O 0.678 3.469 -2.510 0.040
C 1.130 3.174 -1.522 -0.019
```

HOMO-LUMO gap: 4.065 eV
Net charge: -2
Energy relative to the best compared isomer or geometry (same formula, charge and spin): 0.292 eV
E_LUMO: 3.2838 eV
HOMO level: -0.781 eV